# 1
A cluster of 2 separate species, C2H3ClNP in total. Source: the Open Molecules 2025 dataset; level of theory: ωB97M-V/def2-TZVPD.

Calculated values
HOMO energy	-8.55	eV
F_max	1.454	eV/Å
frontier orbital gap	0.294	Ha
LUMO energy	-0.0203	Eh
energy above the lowest of the compared OMol25 structures with the same formula, charge and spin	149.07	kJ/mol

The geometry in XYZ format:
```
8
Properties=species:S:1:pos:R:3:forces:R:3:mulliken_charge:R:1
Cl 0.5467 0.2212 -2.3842 0.1 0.0 -0.2 -0.262
P 1.5946 -0.6616 1.2014 -1.2 -0.3 -0.4 0.035
N -0.9841 0.8946 0.9893 -1.3 0.5 -0.3 -0.601
C -0.1391 -0.0088 0.8899 1.4 0.0 0.5 0.284
C 0.2064 -1.2644 0.4265 0.9 0.1 0.5 -0.356
H -0.3079 1.1655 -2.4731 -0.1 0.1 0.0 0.253
H -0.1918 -2.0894 -0.1259 -0.1 -0.3 -0.2 0.398
H -0.7249 1.7430 1.4760 0.3 -0.1 0.1 0.249
```
Positions in Å, forces in eV/Å.


# 2
The molecule C2H3ClO. Source: the Open Molecules 2025 dataset; level of theory: ωB97M-V/def2-TZVPD.

Calculated values
HOMO energy	-10.67	eV
F_max	9.044	eV/Å
frontier orbital gap	0.370	Ha
LUMO energy	-0.0219	Eh
energy above the lowest of the compared OMol25 structures with the same formula, charge and spin	238.97	kJ/mol

The geometry in XYZ format:
```
7
Properties=species:S:1:pos:R:3:forces:R:3:mulliken_charge:R:1
Cl -0.5397 -0.3290 -1.4769 0.2 -0.7 2.4 -0.192
O 1.2101 0.6939 1.9359 -6.5 0.9 -6.3 -0.478
C 0.2752 0.7275 0.9271 6.1 -0.8 2.7 0.125
C -0.2749 -0.5779 0.3858 2.8 -1.5 0.6 -0.279
H 0.0935 1.4912 0.0490 0.5 -0.1 2.6 0.228
H 0.5169 -1.4496 0.7437 -1.7 2.2 -1.8 0.282
H -1.1182 -0.8979 0.9491 -1.4 0.0 -0.3 0.314
```
Positions in Å, forces in eV/Å.


# 3
The molecule C2H3ClO2. Source: the Open Molecules 2025 dataset; level of theory: ωB97M-V/def2-TZVPD.

Calculated values
HOMO energy	-10.92	eV
F_max	3.347	eV/Å
frontier orbital gap	0.395	Ha
LUMO energy	-0.0061	Eh
energy above the lowest of the compared OMol25 structures with the same formula, charge and spin	53.47	kJ/mol

The geometry in XYZ format:
```
8
Properties=species:S:1:pos:R:3:forces:R:3:mulliken_charge:R:1
Cl 2.3134 0.1416 -0.6322 -2.6 -0.1 1.8 -0.208
O -0.8690 1.3785 -0.4880 -1.0 1.1 -0.3 -0.486
O -1.1666 -0.8175 -0.6473 -2.4 -1.8 -1.1 -0.417
C -0.5807 0.2544 -0.2406 2.6 1.1 0.8 0.597
C 0.6734 -0.0188 0.5676 2.9 -0.4 1.6 -0.440
H -2.0282 -0.5990 -1.1059 1.3 -0.1 0.5 0.369
H 0.8395 -1.0114 1.0661 -0.5 0.6 -1.3 0.301
H 0.8182 0.6721 1.4803 -0.2 -0.4 -2.1 0.284
```
Positions in Å, forces in eV/Å.


# 4
A structure of composition C2H3ClO2S. Source: the Open Molecules 2025 dataset; level of theory: ωB97M-V/def2-TZVPD.

Calculated values
HOMO energy	-9.58	eV
F_max	4.335	eV/Å
frontier orbital gap	0.318	Ha
LUMO energy	-0.0338	Eh
energy above the lowest of the compared OMol25 structures with the same formula, charge and spin	305.30	kJ/mol

The geometry in XYZ format:
```
9
Properties=species:S:1:pos:R:3:forces:R:3:mulliken_charge:R:1
Cl -2.7299 -0.6752 -0.0011 0.2 0.3 -0.3 -0.231
S -0.9062 0.4024 -0.5085 0.6 -0.8 1.1 0.226
O 2.4391 -1.3296 0.2387 -0.4 0.2 -0.1 -0.411
O -1.2821 1.6206 0.5208 0.4 -0.1 0.0 -0.402
C 0.2808 -0.4199 0.2534 1.4 1.0 -2.6 -0.230
C 1.6619 -0.6977 -0.4264 1.3 -0.1 -1.3 0.085
H 2.3293 -0.3652 -1.6617 -3.1 -0.3 3.0 0.236
H 0.2979 -0.6247 1.3074 -0.2 -0.1 0.2 0.386
H -2.0907 2.0892 0.2775 -0.3 -0.2 -0.2 0.340
```
Positions in Å, forces in eV/Å.


# 5
The molecule C2H3ClO2S. Source: the Open Molecules 2025 dataset; level of theory: ωB97M-V/def2-TZVPD.

Calculated values
HOMO energy (alpha / beta)	-9.50 / -9.50	eV
F_max	6.124	eV/Å
frontier orbital gap (alpha / beta)	0.341 / 0.341	Ha
LUMO energy (alpha / beta)	-0.0084 / -0.0084	Eh
energy above the lowest of the compared OMol25 structures with the same formula, charge and spin	314.61	kJ/mol

The geometry in XYZ format:
```
9
Properties=species:S:1:pos:R:3:forces:R:3:mulliken_charge:R:1
Cl 0.0167 -3.6013 0.4227 -1.0 0.0 0.9 -0.162
S 1.9361 -3.4011 -0.1887 0.1 -0.2 -3.5 0.682
O 2.2422 -1.7411 0.0453 4.6 -1.9 2.1 -0.289
O 2.6827 -4.4176 0.4861 0.5 1.0 1.3 -0.420
C 1.2513 -0.8763 0.0240 -4.5 -2.1 -3.6 -0.277
C 0.6132 -0.7954 -1.2412 3.3 0.8 0.8 -0.382
H 0.6378 -1.0586 0.9491 0.2 1.6 -0.9 0.335
H -0.3477 -0.5003 -1.0952 -2.9 1.3 -0.2 0.300
H 0.9855 -0.8036 -2.3742 -0.3 -0.4 3.1 0.213
```
Positions in Å, forces in eV/Å.


# 6
The molecule C2H3ClO2S. Source: the Open Molecules 2025 dataset; level of theory: ωB97M-V/def2-TZVPD.

Calculated values
HOMO energy	-10.49	eV
F_max	4.205	eV/Å
frontier orbital gap	0.397	Ha
LUMO energy	0.0118	Eh
energy above the lowest of the compared OMol25 structures with the same formula, charge and spin	246.49	kJ/mol

The geometry in XYZ format:
```
9
Properties=species:S:1:pos:R:3:forces:R:3:mulliken_charge:R:1
Cl -0.6308 -2.2965 0.1964 0.8 1.0 0.0 -0.166
S -0.8320 0.7026 0.0691 -0.1 0.0 -0.9 0.936
O -1.8680 0.4377 -0.9253 1.0 0.0 1.5 -0.538
O -0.9295 1.8017 0.9846 0.1 -0.1 0.0 -0.580
C 0.7294 0.2031 -0.5336 3.6 2.1 0.7 -0.424
C 0.1611 -0.6981 0.5837 -2.7 -1.3 -2.6 -0.223
H 0.7433 -0.8472 1.4156 0.9 0.3 2.2 0.417
H 0.8241 -0.1069 -1.5570 -0.4 -0.4 -0.3 0.330
H 1.8024 0.8037 -0.2334 -3.4 -1.6 -0.5 0.247
```
Positions in Å, forces in eV/Å.


# 7
A cluster of 2 separate species, C2H3ClO3 in total. Source: the Open Molecules 2025 dataset; level of theory: ωB97M-V/def2-TZVPD.

Calculated values
HOMO energy	-11.09	eV
F_max	3.329	eV/Å
frontier orbital gap	0.425	Ha
LUMO energy	0.0179	Eh
energy above the lowest of the compared OMol25 structures with the same formula, charge and spin	53.08	kJ/mol

The geometry in XYZ format:
```
9
Properties=species:S:1:pos:R:3:forces:R:3:mulliken_charge:R:1
Cl -2.6200 -0.0420 2.2496 0.2 0.3 -0.4 -0.181
O -1.0127 0.7613 0.2890 -0.4 -0.1 0.2 -0.355
O 1.2878 -1.0283 -0.0364 -0.3 0.4 0.2 -0.510
O 1.3758 0.9707 -1.1606 -0.1 0.2 -0.1 -0.368
C 1.0209 -0.2983 -0.9412 0.2 -0.3 -3.3 0.291
C -1.3478 -0.1356 0.9759 -1.3 2.3 0.6 0.241
H 1.7225 1.4279 -0.3976 0.3 0.0 0.8 0.308
H -0.9970 -1.0969 1.0251 1.2 -2.5 -0.3 0.299
H 0.5706 -0.5587 -2.0038 0.3 -0.3 2.2 0.274
```
Positions in Å, forces in eV/Å.


# 8
The molecule C2H3ClOS. Source: the Open Molecules 2025 dataset; level of theory: ωB97M-V/def2-TZVPD.

Calculated values
HOMO energy	-9.70	eV
F_max	4.711	eV/Å
frontier orbital gap	0.357	Ha
LUMO energy	0.0006	Eh
energy above the lowest of the compared OMol25 structures with the same formula, charge and spin	181.56	kJ/mol

The geometry in XYZ format:
```
8
Properties=species:S:1:pos:R:3:forces:R:3:mulliken_charge:R:1
Cl 2.4832 1.5818 -0.3455 -0.5 0.2 0.0 -0.194
S 1.5160 -0.2580 -0.3171 -1.8 -1.0 0.8 0.496
O 1.7296 -0.8682 1.0039 0.1 0.3 -0.7 -0.462
C -1.3843 -0.5129 -0.0536 0.2 -0.6 0.2 -0.481
C -0.3786 0.2955 -0.2233 3.3 3.4 0.0 -0.089
H -1.2872 -1.5839 -0.0040 0.2 -0.2 -0.1 0.228
H -2.3555 -0.1195 0.1278 -0.7 0.3 0.0 0.247
H -0.3232 1.4652 -0.1883 -0.7 -2.4 -0.2 0.254
```
Positions in Å, forces in eV/Å.


# 9
A cluster of 2 separate species, C2H3ClOS in total. Source: the Open Molecules 2025 dataset; level of theory: ωB97M-V/def2-TZVPD.

Calculated values
HOMO energy	-9.59	eV
F_max	6.219	eV/Å
frontier orbital gap	0.337	Ha
LUMO energy	-0.0148	Eh
energy above the lowest of the compared OMol25 structures with the same formula, charge and spin	164.47	kJ/mol

The geometry in XYZ format:
```
8
Properties=species:S:1:pos:R:3:forces:R:3:mulliken_charge:R:1
Cl 3.8665 -0.3944 0.9674 -0.5 -0.1 -0.6 -0.110
S 2.4768 -0.6759 -0.5386 0.9 0.1 0.2 -0.072
O 0.9338 0.4967 2.2723 -1.2 1.0 -2.2 -0.378
C 0.2704 0.6834 1.3017 3.3 -1.5 5.0 0.673
C -0.5819 0.6558 0.3738 -3.5 1.5 -4.1 -0.716
H -0.3800 0.3664 -0.6973 -0.1 0.3 1.6 0.231
H -1.4862 1.3296 0.5380 1.2 -1.1 -0.2 0.229
H 1.4748 -1.0360 0.2572 -0.1 -0.3 0.2 0.142
```
Positions in Å, forces in eV/Å.


# 10
A cluster of 2 separate species, C2H3ClOS in total. Source: the Open Molecules 2025 dataset; level of theory: ωB97M-V/def2-TZVPD.

Calculated values
HOMO energy	-9.42	eV
F_max	1.713	eV/Å
frontier orbital gap	0.341	Ha
LUMO energy	-0.0056	Eh
energy above the lowest of the compared OMol25 structures with the same formula, charge and spin	125.48	kJ/mol

The geometry in XYZ format:
```
8
Properties=species:S:1:pos:R:3:forces:R:3:mulliken_charge:R:1
Cl -3.8214 0.0860 0.0434 -0.1 0.0 0.0 -0.127
S -2.2678 -1.2083 -0.0874 0.2 0.0 0.0 -0.048
O 1.3148 2.5442 0.0277 0.1 -0.5 0.0 -0.350
C 1.6037 1.4188 -0.0146 -0.3 1.7 0.0 0.823
C 1.9495 0.1798 -0.0887 0.2 -1.3 0.0 -0.952
H 2.5986 -0.2600 0.6422 0.2 0.1 0.2 0.236
H 1.5441 -0.4574 -0.8493 -0.2 0.0 -0.3 0.244
H -2.9216 -2.3031 0.3268 -0.1 0.0 0.0 0.174
```
Positions in Å, forces in eV/Å.


# 11
A structure of composition C2H3ClS. Source: the Open Molecules 2025 dataset; level of theory: ωB97M-V/def2-TZVPD.

Calculated values
HOMO energy (alpha / beta)	-8.71 / -8.71	eV
F_max	3.192	eV/Å
frontier orbital gap (alpha / beta)	0.295 / 0.295	Ha
LUMO energy (alpha / beta)	-0.0252 / -0.0252	Eh
energy above the lowest of the compared OMol25 structures with the same formula, charge and spin	105.25	kJ/mol

The geometry in XYZ format:
```
7
Properties=species:S:1:pos:R:3:forces:R:3:mulliken_charge:R:1
Cl -2.1557 -0.1479 0.0848 -0.2 0.0 0.1 -0.081
S 0.7502 1.6606 -0.0131 -1.5 -1.6 -0.7 -0.223
C 0.5940 -0.1287 0.4140 -0.1 -0.3 0.1 -0.403
C -0.5695 -0.1909 -0.4850 1.9 2.5 0.6 -0.231
H 0.3721 -0.2554 1.4720 0.0 -0.2 -0.2 0.299
H -0.4466 -0.2366 -1.5562 0.0 -0.3 0.0 0.379
H 1.4555 -0.7011 0.0835 0.0 0.0 0.0 0.262
```
Positions in Å, forces in eV/Å.


# 12
The molecule C2H3ClS2. Source: the Open Molecules 2025 dataset; level of theory: ωB97M-V/def2-TZVPD.

Calculated values
HOMO energy	-9.05	eV
F_max	3.872	eV/Å
frontier orbital gap	0.315	Ha
LUMO energy	-0.0173	Eh
energy above the lowest of the compared OMol25 structures with the same formula, charge and spin	79.59	kJ/mol

The geometry in XYZ format:
```
8
Properties=species:S:1:pos:R:3:forces:R:3:mulliken_charge:R:1
Cl 0.5134 -2.0289 -0.6707 0.0 -0.2 -0.1 -0.201
S 1.3942 0.0801 1.0794 0.3 -2.4 -1.2 -0.100
S -0.7900 1.9539 0.2839 -0.3 0.3 0.1 -0.226
C -0.0331 0.5358 0.2305 0.6 -0.3 -0.2 0.215
C -0.4761 -0.5324 -0.7083 -2.7 -1.6 0.6 -0.392
H 1.3323 1.0912 1.7982 0.1 2.8 2.0 0.114
H -0.3478 -0.1677 -1.7516 -1.0 -0.3 0.8 0.307
H -1.5928 -0.9320 -0.2615 3.0 1.5 -2.0 0.282
```
Positions in Å, forces in eV/Å.